Entry 1:
Entry from OMol25: a cluster of 2 separate species, C10H15NO6P in total (the ωB97M-V functional and the def2-TZVPD basis).

Values from the calculation:
Molecular weight   276.20 u
Net charge   +1
Orbital gap   6.40 eV
Electronic energy   -1237.1569 Eh

XYZ file:
```
33
Properties=species:S:1:pos:R:3:forces:R:3:lowdin_charge:R:1
C 0.6344 0.2716 4.2713 -1.68 -0.26 0.74 -0.064
O 1.8925 0.3191 3.5247 -1.03 -1.34 -2.47 -0.074
C 1.5799 0.1060 2.1576 -1.33 4.06 -1.89 -0.354
O 1.1063 1.0542 1.4718 2.13 -4.53 2.64 0.126
C 1.7861 -1.2760 1.3691 0.49 -3.36 -1.17 0.022
C 3.1718 -1.8120 0.9213 -3.73 -1.87 -0.79 0.087
C 3.2150 -3.1535 0.1146 -1.45 2.87 1.57 0.047
N 2.0137 -3.8803 -0.2136 -0.37 2.49 1.62 0.048
C 0.6746 -3.4745 0.1936 2.44 3.26 1.56 0.031
C 0.5275 -2.1402 1.0039 2.47 -2.36 -1.23 -0.158
P -1.2659 -1.6501 1.4863 -0.75 4.83 -1.70 0.782
O -1.7171 -0.3360 0.7936 1.34 -3.50 1.51 -0.440
H 0.5831 -0.7588 4.7886 -0.07 1.68 -0.76 0.113
H -0.2526 0.4261 3.5422 1.43 -0.25 1.27 0.089
H 0.5279 1.1062 5.0536 0.75 -1.24 -1.29 0.123
H 4.1016 -1.2050 1.1888 -1.36 -1.27 -0.61 0.139
H 4.2678 -3.4862 -0.2189 -2.25 0.08 0.36 0.155
H 2.0826 -4.7486 -0.7764 0.15 0.81 0.54 0.171
H -0.2244 -4.1343 -0.0986 1.81 1.15 0.46 0.148
H -1.2186 -1.3539 2.9040 0.12 -1.16 -0.74 0.023
H -2.1640 -2.7140 1.1554 0.89 -0.14 0.47 0.033
C -0.8646 2.2562 -0.7993 0.06 -0.15 0.36 -0.064
O -0.8091 3.0241 -2.0016 -0.27 0.02 -0.42 0.000
C -1.7787 2.7349 -2.8861 0.08 0.12 0.00 -0.599
O -2.6493 1.9110 -2.7404 0.39 0.31 -0.08 0.119
O -1.6096 3.5231 -3.9617 0.06 -0.24 0.43 -0.002
C -2.5765 3.3236 -4.9915 -0.28 0.01 -0.37 -0.047
H -0.0385 2.5725 -0.1625 -0.05 0.16 -0.31 0.077
H -1.8005 2.4404 -0.2672 0.04 -0.20 -0.16 0.101
H -0.7461 1.1926 -1.0151 -0.22 0.13 0.04 0.075
H -3.5808 3.5500 -4.6265 0.11 -0.18 0.01 0.099
H -2.5260 2.3020 -5.3752 -0.11 0.07 0.16 0.097
H -2.3426 4.0100 -5.8061 0.19 0.00 0.26 0.095
```
Forces are in eV/Å.

***

Entry 2:
Entry from OMol25: the ion C10H15O2 with charge +1 (the ωB97M-V functional and the def2-TZVPD basis).

Values from the calculation:
Molecular weight   167.23 u
Net charge   +1
ΔE to the lowest compared entry with this formula, charge and spin   4.4 kcal per mole
Orbital gap   8.32 eV
Electronic energy   -540.2230 Eh

XYZ file:
```
27
Properties=species:S:1:pos:R:3:forces:R:3:lowdin_charge:R:1
C 1.0676 1.6544 3.5933 -0.03 -0.03 0.00 0.187
C 0.2642 -0.2513 2.2310 -0.28 -0.82 -1.92 -0.152
C 0.0355 -1.7259 0.2263 0.05 -0.26 0.20 -0.090
C -1.4965 0.2390 0.4157 -0.13 -0.02 0.29 -0.079
C 0.0947 -1.5596 -1.2970 0.11 0.15 -0.16 -0.100
C -1.4551 0.3670 -1.1196 0.07 0.11 -0.20 -0.092
C 0.7737 0.5063 -0.2932 0.14 0.02 0.02 -0.042
C -0.0706 -0.2682 0.7178 0.01 -0.73 1.73 -0.355
C -0.0194 -0.0389 -1.5018 -0.08 -0.10 -0.18 -0.492
C 0.4301 0.4175 -2.8728 0.00 0.01 0.20 -0.017
O 0.4102 -0.9760 3.1203 -0.06 0.42 -0.24 0.271
O 0.4757 1.3260 2.5654 0.32 1.11 0.50 0.097
H 1.2738 2.7129 3.7572 -0.11 0.01 -0.08 0.144
H 1.3932 0.9192 4.3359 -0.07 -0.18 -0.14 0.141
H -0.8167 -2.3217 0.5499 0.00 0.03 0.10 0.132
H 0.9369 -2.2021 0.6113 0.01 -0.01 0.03 0.129
H -1.6875 1.1974 0.8946 -0.03 0.08 0.02 0.122
H -2.2457 -0.4719 0.7594 -0.01 0.01 0.08 0.130
H 1.0411 -1.9198 -1.6997 0.03 -0.03 0.02 0.127
H -0.7045 -2.1001 -1.8006 -0.02 0.04 -0.07 0.129
H -2.1991 -0.2689 -1.5966 0.02 0.00 -0.05 0.130
H -1.6455 1.3935 -1.4300 -0.05 0.03 0.02 0.126
H 0.6940 1.5871 -0.1983 -0.01 0.09 0.04 0.138
H 1.8196 0.2055 -0.3022 0.10 -0.03 -0.02 0.143
H 0.2544 1.4818 -3.0107 0.00 0.11 -0.06 0.088
H -0.1166 -0.1243 -3.6425 -0.04 0.01 -0.08 0.096
H 1.4923 0.2210 -3.0130 0.05 -0.02 -0.05 0.091
```
Forces are in eV/Å.

***

Entry 3:
Entry from OMol25: a cluster of 2 separate species, C10H15OP in total (the ωB97M-V functional and the def2-TZVPD basis).

Values from the calculation:
Molecular weight   182.20 u
ΔE to the lowest compared entry with this formula, charge and spin   33.2 kcal per mole
Orbital gap (alpha / beta)   8.42 / 8.42 eV
Electronic energy   -806.5052 Eh

XYZ file:
```
27
Properties=species:S:1:pos:R:3:forces:R:3:lowdin_charge:R:1
C -0.6904 -1.3186 -4.0966 -0.55 -0.06 -1.07 -0.095
C -0.7313 0.0434 -3.7784 -0.33 -0.28 -0.69 -0.101
C -0.7019 -2.2595 -3.0746 0.51 -0.25 0.19 -0.069
C -0.7548 0.4399 -2.4873 0.57 -1.55 1.33 -0.143
C -0.6436 -1.8551 -1.6886 -0.47 1.37 -5.11 -0.085
C -0.6905 -0.5211 -1.5181 -0.41 0.89 4.17 -0.081
C 0.4914 2.0617 2.3947 -0.25 2.25 0.68 -0.158
C 0.5985 -0.4429 3.1887 -2.22 0.34 -0.59 -0.066
C 1.7012 0.3794 1.1277 1.79 -0.18 -1.94 -0.158
C 0.4918 0.5828 1.9949 0.62 0.39 -0.08 -0.709
O -2.0846 -0.3119 1.8426 -0.67 -0.69 -0.09 -0.439
P -1.1042 0.3984 1.0036 0.73 -0.91 -1.37 0.855
H -0.7415 -1.6036 -5.1886 0.12 0.12 1.50 0.121
H -0.8675 0.8410 -4.4680 0.27 0.15 -1.10 0.098
H -0.7254 -3.3329 -3.3603 0.07 0.81 0.46 0.111
H -0.6644 1.3918 -2.1080 -0.28 2.44 -0.01 0.072
H -0.6400 -2.6001 -1.0321 0.02 -2.54 3.15 0.054
H 1.3237 2.2550 3.1945 -1.08 -0.04 -1.97 0.115
H 0.4329 2.7951 1.4582 1.09 -1.60 1.81 0.111
H -0.4159 2.4516 2.9039 0.15 -0.85 0.07 0.067
H 1.1954 -0.0022 3.9767 0.13 0.15 0.20 0.066
H 1.1049 -1.3691 2.8464 -0.63 0.49 0.25 0.080
H -0.4727 -0.6343 3.5711 1.82 -0.02 -0.42 0.094
H 2.7009 0.7759 1.4568 -1.13 -0.18 0.53 0.100
H 1.8648 -0.6891 0.9651 -0.02 0.01 -0.10 0.070
H 1.6439 0.8123 0.1003 -0.43 -0.14 0.61 0.075
H -1.6208 1.7123 0.7756 0.57 -0.10 -0.39 0.015
```
Forces are in eV/Å.

***

Entry 4:
Entry from OMol25: a cluster of 2 separate species, C10H16 in total (the ωB97M-V functional and the def2-TZVPD basis).

Values from the calculation:
Molecular weight   136.24 u
Net charge   -1
ΔE to the lowest compared entry with this formula, charge and spin   12.3 kcal per mole
Spin multiplicity   2
Orbital gap (alpha / beta)   3.08 / 7.36 eV
Electronic energy   -390.5636 Eh

XYZ file:
```
26
Properties=species:S:1:pos:R:3:forces:R:3:lowdin_spin:R:1
C -1.2776 1.6114 2.4598 0.69 -0.31 -0.34 0.005
C -1.6976 2.7712 1.5233 -0.30 -0.41 1.33 0.013
C -1.3745 0.2190 1.8329 -0.35 -1.11 1.06 0.017
H -0.2185 1.7144 2.7085 0.05 0.25 -0.12 0.003
H -1.7549 1.6298 3.4426 -0.35 0.15 -0.16 0.000
H -2.5952 3.2231 1.9543 -0.08 0.18 -0.39 0.000
H -2.2565 -0.3961 2.0690 -0.44 0.71 0.00 0.001
H -1.9117 2.3796 0.5378 0.03 0.17 -0.28 0.009
H -0.9202 3.5316 1.5012 -0.03 0.06 -0.27 0.001
H -1.2813 0.1698 0.7607 0.37 0.29 -0.38 0.011
H -0.6116 -0.4250 2.2759 0.35 0.18 -0.35 0.002
C 0.8551 -0.3279 -3.4616 0.06 -1.17 -0.35 0.030
C 0.0382 -1.9017 -0.1122 -0.38 -0.03 0.24 0.099
C 1.2490 -1.8165 0.5287 0.02 -0.22 -0.26 0.082
C -0.1578 -1.3487 -1.4008 1.05 0.34 -0.41 0.229
C 1.0381 -0.9033 -2.0710 -0.38 1.29 -0.47 0.096
C 2.3625 -1.1646 -0.0697 -0.15 -0.30 0.57 0.228
C 2.2351 -0.7582 -1.4253 0.18 -0.56 0.57 0.079
H -0.7983 -2.2818 0.4677 -0.07 -0.26 -0.20 0.007
H 1.3308 -2.3183 1.4906 0.13 0.28 0.10 0.004
H -1.0404 -1.3968 -2.0224 -0.31 -0.24 0.37 0.036
H 3.2912 -1.1369 0.4899 0.11 0.10 -0.28 0.025
H 0.4771 0.6934 -3.5538 -0.05 0.14 0.45 0.014
H 0.1188 -0.9811 -3.9490 0.02 0.23 -0.28 0.003
H 3.1267 -0.3867 -1.9234 -0.18 0.16 -0.24 0.001
H 1.7736 -0.3997 -4.0536 0.01 0.09 0.08 0.002
```
Forces are in eV/Å.

***

Entry 5:
Entry from OMol25: a cluster of 2 separate species, C10H16 in total (the ωB97M-V functional and the def2-TZVPD basis).

Values from the calculation:
Molecular weight   136.24 u
ΔE to the lowest compared entry with this formula, charge and spin   23.7 kcal per mole
Orbital gap   10.06 eV
Electronic energy   -390.5981 Eh
SMILES   CCc1ccccc1.CC

XYZ file:
```
26
Properties=species:S:1:pos:R:3:forces:R:3:lowdin_charge:R:1
C 0.9851 -3.4138 -1.3676 -0.04 -0.17 1.09 -0.105
C -0.1834 -2.4491 -1.4272 -1.30 -0.92 -0.39 -0.219
C -0.2137 -1.3540 -0.3718 0.18 0.02 -1.19 -0.223
C 0.9464 -0.8226 0.2059 0.42 0.04 1.02 -0.047
C 0.9217 0.0227 1.3296 -1.65 -1.46 -1.61 -0.064
C -0.3624 0.3609 1.7575 0.76 1.62 1.79 -0.130
C -1.5290 0.0104 1.1288 0.58 -0.79 -1.70 -0.092
C -1.4484 -0.8690 0.0252 -0.47 0.96 1.76 -0.042
H 0.7816 -4.1808 -0.6103 -0.07 -0.18 -0.36 0.080
H 1.8576 -2.9322 -0.9432 0.42 0.15 -0.53 0.046
H 1.1942 -3.8677 -2.3295 0.16 -0.09 0.02 0.071
H -0.3964 -2.2207 -2.4795 0.63 1.18 0.16 0.111
H -1.1188 -3.0263 -1.2938 0.35 -0.01 0.49 0.108
H 1.9501 -1.1331 -0.0536 -0.18 -0.27 -0.55 0.096
H 1.8676 0.2306 1.7967 -0.14 0.51 0.36 0.099
H -0.4606 0.9881 2.6439 0.09 -0.01 -0.08 0.101
H -2.4796 0.4406 1.4019 -0.06 -0.14 0.32 0.101
H -2.4209 -1.1686 -0.3447 0.32 -0.40 -0.61 0.110
C -0.3353 3.3515 -0.5764 1.12 -0.21 0.74 -0.155
C 0.7831 4.2063 0.0858 -0.35 -0.42 0.05 -0.161
H -0.8833 3.9496 -1.2947 -0.04 -0.38 -0.36 0.056
H 0.1740 2.4610 -0.9504 -0.44 0.14 -0.81 0.055
H -1.0238 2.9273 0.1499 -0.18 0.32 0.18 0.042
H 0.9081 5.1558 -0.4293 -0.14 0.20 0.27 0.053
H 1.7575 3.7200 0.0314 -0.06 -0.15 -0.03 0.053
H 0.5637 4.3300 1.1459 0.10 0.45 -0.04 0.055
```
Forces are in eV/Å.

***

Entry 6:
Entry from OMol25: a cluster of 2 separate species, C10H16 in total (the ωB97M-V functional and the def2-TZVPD basis).

Values from the calculation:
Molecular weight   136.24 u
ΔE to the lowest compared entry with this formula, charge and spin   39.9 kcal per mole
Orbital gap   9.95 eV
Electronic energy   -390.5723 Eh
SMILES   CCc1ccccc1.CC

XYZ file:
```
26
Properties=species:S:1:pos:R:3:forces:R:3:lowdin_charge:R:1
C 1.8980 1.2945 2.0303 -0.30 -1.33 -1.20 -0.082
C 2.3341 -0.0107 1.2354 0.48 -0.45 2.95 -0.181
C 1.1633 -0.9253 0.8949 -0.47 1.29 -0.69 -0.250
C 0.5583 -0.9759 -0.3615 0.64 0.84 -2.20 -0.074
C -0.5330 -1.7353 -0.7357 -2.34 -0.66 2.58 -0.095
C -1.2597 -2.3856 0.3213 2.30 0.76 -0.52 -0.058
C -0.6715 -2.2782 1.5908 -1.74 -1.15 -0.15 -0.119
C 0.4576 -1.5618 1.9072 0.41 0.39 1.73 -0.069
H 1.0414 1.7428 1.5345 -0.21 0.04 0.06 0.067
H 2.6479 2.0589 2.1077 0.66 0.10 -0.08 0.056
H 1.6371 0.9733 3.0128 -0.47 0.09 0.79 0.048
H 3.1348 0.2941 0.5706 -0.53 -0.56 -0.99 0.096
H 2.8411 -0.6947 1.9979 -0.03 1.18 -0.78 0.117
H 0.8670 -0.2965 -1.1877 0.53 -0.51 0.81 0.122
H -1.0692 -1.6354 -1.6693 0.66 -0.10 -0.28 0.078
H -2.1970 -2.9186 0.1910 0.25 0.05 -0.13 0.097
H -1.1865 -2.8177 2.3769 -0.01 0.22 0.26 0.095
H 0.6501 -1.4042 3.0364 0.24 -0.44 -2.07 0.146
C -1.1344 2.1483 -2.8192 -0.82 0.29 1.80 -0.159
C -1.9220 1.1038 -1.9817 1.37 0.89 2.04 -0.162
H -0.5327 1.7648 -3.6175 0.76 -0.29 0.02 0.053
H -1.8836 2.7321 -3.2864 -0.65 0.82 -0.79 0.034
H -0.6594 2.8468 -2.1050 0.45 -0.40 -0.78 0.070
H -1.6341 0.1001 -2.2830 -1.19 -0.02 -0.32 0.024
H -2.9571 1.4680 -1.8793 0.10 -1.15 -0.59 0.068
H -1.5904 1.1124 -0.8817 -0.12 0.10 -1.47 0.078
```
Forces are in eV/Å.

***

Entry 7:
Entry from OMol25: a cluster of 2 separate species, C10H16 in total (the ωB97M-V functional and the def2-TZVPD basis).

Values from the calculation:
Molecular weight   136.24 u
ΔE to the lowest compared entry with this formula, charge and spin   11.6 kcal per mole
Orbital gap   9.93 eV
Electronic energy   -390.6175 Eh
SMILES   CCc1ccccc1.CC

XYZ file:
```
26
Properties=species:S:1:pos:R:3:forces:R:3:lowdin_charge:R:1
C -1.1349 -2.8973 -0.6097 -0.03 -0.33 0.15 -0.099
C -0.7124 -1.4339 -0.7451 0.03 0.44 0.66 -0.210
C 0.1514 -0.9561 0.4099 -0.38 0.50 -0.17 -0.245
C 1.4146 -0.4005 0.2326 -0.58 -0.48 -0.06 -0.055
C 2.2089 -0.1367 1.3346 0.84 0.00 -0.03 -0.095
C 1.7432 -0.3070 2.6330 -0.24 0.16 -1.03 -0.092
C 0.4034 -0.6428 2.7794 0.23 -0.35 0.76 -0.092
C -0.3897 -0.9718 1.6977 0.53 -0.39 -0.40 -0.049
H -0.3706 -3.4605 -0.0760 0.10 -0.06 -0.04 0.077
H -1.2541 -3.3600 -1.5819 -0.05 -0.07 -0.24 0.063
H -2.0739 -3.0741 -0.0716 0.17 0.35 -0.02 0.073
H -0.2393 -1.2523 -1.7078 0.20 0.00 0.04 0.104
H -1.5702 -0.7749 -0.6863 -0.51 0.02 -0.41 0.103
H 1.7362 -0.2104 -0.7835 0.37 -0.17 0.04 0.103
H 3.2510 0.1179 1.1516 -0.16 0.22 0.15 0.102
H 2.4162 -0.1714 3.4635 -0.11 0.08 0.21 0.098
H 0.0268 -0.7573 3.7829 -0.28 0.08 0.15 0.098
H -1.3985 -1.3369 1.8251 -0.12 0.05 0.19 0.113
C -0.8390 3.1788 -1.0704 -0.63 -0.71 0.03 -0.164
C -0.1816 2.3974 -2.2130 0.02 -0.32 0.07 -0.169
H -1.5199 2.4954 -0.5423 0.32 0.01 0.07 0.057
H -0.1220 3.5137 -0.3276 0.00 0.45 -0.10 0.059
H -1.5255 3.9567 -1.4066 0.45 0.33 -0.06 0.059
H -0.8712 1.6009 -2.5098 0.24 0.07 -0.26 0.056
H 0.7425 1.9236 -1.8760 -0.11 -0.12 0.12 0.046
H 0.1085 2.9594 -3.1026 -0.28 0.26 0.14 0.059
```
Forces are in eV/Å.

***

Entry 8:
Entry from OMol25: a cluster of 2 separate species, C10H16 in total (the ωB97M-V functional and the def2-TZVPD basis).

Values from the calculation:
Molecular weight   136.24 u
ΔE to the lowest compared entry with this formula, charge and spin   16.9 kcal per mole
Orbital gap   9.92 eV
Electronic energy   -390.6089 Eh
SMILES   Cc1ccccc1.CCC

XYZ file:
```
26
Properties=species:S:1:pos:R:3:forces:R:3:lowdin_charge:R:1
C -0.4932 -2.3882 -0.6641 -1.20 0.15 -2.00 -0.063
C -0.1497 -1.5252 0.4827 0.74 -0.29 1.79 -0.300
C 1.1483 -1.0560 0.7178 -0.10 -0.31 -0.78 -0.088
C 1.5130 -0.4776 1.9140 -0.36 0.35 0.58 -0.091
C 0.5367 -0.2084 2.8755 0.54 -0.18 -0.37 -0.092
C -0.7450 -0.6855 2.6779 -0.78 0.47 0.11 -0.093
C -1.0897 -1.3421 1.5111 0.56 -0.27 -1.14 -0.055
H -1.2611 -1.8797 -1.2720 -0.07 -0.10 0.18 0.081
H -0.9462 -3.3491 -0.4122 0.12 0.11 0.43 0.083
H 0.2540 -2.6162 -1.4267 0.57 0.24 0.53 0.080
H 1.8337 -1.0516 -0.1252 0.28 -0.48 0.25 0.116
H 2.5416 -0.2381 2.1523 0.01 0.30 -0.38 0.103
H 0.8039 0.4297 3.7072 -0.12 -0.35 0.31 0.100
H -1.5210 -0.4991 3.4121 0.09 0.03 0.05 0.102
H -2.0799 -1.7108 1.2712 -0.19 0.03 0.57 0.113
C -1.2921 1.4935 -1.3040 1.22 0.39 -0.18 -0.101
C 0.1986 1.6889 -0.9203 -0.74 1.01 0.72 -0.308
C 1.0387 1.8866 -2.1665 0.08 -0.66 -0.66 -0.131
H -1.1982 0.8941 -2.2118 -0.77 -0.35 0.13 0.060
H -1.7894 2.4229 -1.5846 0.03 0.04 0.08 0.067
H -1.8431 1.0055 -0.5080 -0.18 -0.18 -0.08 0.057
H 0.3731 2.5457 -0.2512 -0.40 0.19 -0.27 0.103
H 0.4595 0.8880 -0.2333 0.41 -0.32 -0.75 0.051
H 0.7551 2.7676 -2.7490 0.07 0.36 0.51 0.073
H 2.1122 1.8991 -1.9773 -0.02 0.13 0.01 0.067
H 0.8401 1.1064 -2.9156 0.20 -0.30 0.36 0.066
```
Forces are in eV/Å.